Here is one molecule with the formula CH3NS at a distorted geometry from the Open Molecules 2025 dataset. Energies are from the ωB97M-V functional and the def2-TZVPD basis.

Properties
- Frontier orbital gap: 10.071 eV
- Largest force on an atom: 2.9 eV/Å
- Net charge: 0
- Energy relative to the best compared isomer or geometry (same formula, charge and spin): 1.265 eV
- SMILES: C=NS
- Highest occupied orbital energy: -9.156 eV

Geometry (Å):
C 1.00275 0.08382 -0.22540
N -0.05015 -0.58814 0.15897
S -1.51262 0.40055 0.14074
H 1.88032 -0.55194 -0.34145
H 1.02581 1.12460 -0.53534
H -2.34610 -0.46888 0.80247

Here is C19H27IrN3O2Si as an isolated structure at a distorted geometry from the Open Molecules 2025 dataset. Energies are from the ωB97M-V functional and the def2-TZVPD basis.

Properties
- Frontier orbital gap (spin up / spin down): 7.794 / 7.115 eV
- Largest force on an atom: 1.2 eV/Å
- Net charge: +1
- Highest occupied orbital energy (spin up / spin down): -10.453 / -11.337 eV
- Spin multiplicity: 5

Geometry (Å):
Ir -0.63259 0.69629 -0.66037
C 3.39011 2.82496 0.16340
C 2.39916 1.70617 0.33827
O 1.70820 1.30341 -0.60135
N 2.32316 1.16919 1.56988
C 1.49282 0.01785 1.89329
C 0.15832 0.42697 2.46538
C -0.11529 0.31354 3.81808
C -1.33869 0.74682 4.30707
C -2.25506 1.29075 3.42169
C -1.91689 1.36499 2.08404
N -0.74075 0.93859 1.61158
H 3.64243 2.90718 -0.89005
H 4.29190 2.65011 0.74722
H 2.94019 3.76793 0.47870
H 2.86223 1.58579 2.30990
H 2.03306 -0.61003 2.59864
H 1.33816 -0.54840 0.97252
H 0.62516 -0.11425 4.48062
H -1.56977 0.66436 5.36053
H -3.22046 1.64398 3.75382
H -2.60679 1.76679 1.35349
N -4.52956 2.58481 -1.77022
C -3.27923 2.15334 -1.56715
O -3.05608 1.11179 -0.93952
C -2.15591 2.97321 -2.15159
C -0.88051 2.79914 -1.34510
H -5.30443 2.02882 -1.44738
H -4.72140 3.42529 -2.28430
H -2.46031 4.02161 -2.21866
H -2.00700 2.61251 -3.17331
H -0.92865 3.35062 -0.40127
H -0.00475 3.11116 -1.90963
C -1.59672 -2.30084 -2.61179
Si -0.62020 -1.69404 -1.10676
C -1.46760 -2.45983 0.43052
C 1.13252 -2.44858 -1.14070
C 2.28314 -1.75244 -1.51291
C 3.52635 -2.37084 -1.49850
C 3.64030 -3.70120 -1.12448
C 2.50289 -4.41437 -0.77333
C 1.26411 -3.79087 -0.77720
H -1.66468 -3.39067 -2.57829
H -1.12570 -2.02271 -3.55505
H -2.61185 -1.89900 -2.60093
H -1.57486 -3.53683 0.28484
H -2.46942 -2.04986 0.57879
H -0.89384 -2.30259 1.34657
H 2.20563 -0.72202 -1.83093
H 4.41058 -1.81586 -1.78835
H 4.60789 -4.18599 -1.11574
H 2.57962 -5.45988 -0.50266
H 0.39104 -4.36688 -0.49134

Here is one molecule with the formula C4H8O2 from the Open Molecules 2025 dataset. Energies are from the ωB97M-V functional and the def2-TZVPD basis.

Properties
- Frontier orbital gap: 10.302 eV
- Largest force on an atom: 0.3 eV/Å
- Net charge: 0
- Energy relative to the best compared isomer or geometry (same formula, charge and spin): 1.793 eV
- SMILES: C[C@@]1(O)C[C@H]1O
- Highest occupied orbital energy: -9.430 eV

Geometry (Å):
C 1.27564 0.73271 0.32658
C 0.21761 -0.33958 0.29591
O 0.64075 -1.60604 0.72425
C -1.21318 0.06053 0.57463
C -0.79712 -0.34980 -0.80490
O -0.78075 0.64377 -1.78859
H 1.58231 0.93204 1.36163
H 0.89445 1.66192 -0.10465
H 2.15679 0.41540 -0.24056
H 0.86133 -1.53087 1.66296
H -1.84445 -0.63637 1.11722
H -1.41980 1.11386 0.74027
H -1.15999 -1.32546 -1.12445
H -0.51020 0.23842 -2.62029

Here is C3H3LiO2Sc as an isolated structure at a distorted geometry from the Open Molecules 2025 dataset. Energies are from the ωB97M-V functional and the def2-TZVPD basis.

Properties
- Frontier orbital gap (spin up / spin down): 7.868 / 5.569 eV
- Largest force on an atom: 4.8 eV/Å
- Net charge: +2
- Energy relative to the best compared isomer or geometry (same formula, charge and spin): 0.000 eV
- Highest occupied orbital energy (spin up / spin down): -17.609 / -16.079 eV
- Spin multiplicity: 2

Geometry (Å):
O 1.81611 0.79482 -0.53544
Li 2.65292 1.50051 -1.99014
C -0.54177 -0.18090 1.58910
C -0.56583 0.44685 0.33529
O -1.23940 -1.31771 1.16041
C -1.29506 -0.77094 -0.18321
H -0.67429 1.50542 0.08922
H -0.74395 -1.41093 -0.88865
H -2.33298 -0.63374 -0.51859
Sc 2.92425 0.06662 0.94201

Here is one molecule with the formula C5H6IN at a distorted geometry from the Open Molecules 2025 dataset. Energies are from the ωB97M-V functional and the def2-TZVPD basis.

Properties
- Frontier orbital gap: 9.681 eV
- Largest force on an atom: 3.7 eV/Å
- Net charge: 0
- Energy relative to the best compared isomer or geometry (same formula, charge and spin): 0.566 eV
- SMILES: CC(C)=C(I)C#N
- Highest occupied orbital energy: -9.288 eV

Geometry (Å):
C 0.34825 1.67486 -0.08547
C 0.05717 0.24186 0.11039
C 1.19120 -0.82791 -0.01446
C -1.21099 -0.18542 0.15279
I -2.89470 0.88059 0.01798
C -1.37221 -1.67667 0.15521
N -1.59634 -2.80953 0.12371
H -0.47781 2.18917 -0.66886
H 1.28824 1.81442 -0.66778
H 0.40615 2.07532 0.92971
H 1.88631 -0.71721 0.75054
H 1.67221 -0.81851 -0.99313
H 0.70252 -1.84097 0.18938

Here is an isolated ion of composition C3H7BrN4 and charge +2 at a distorted geometry from the Open Molecules 2025 dataset. Energies are from the ωB97M-V functional and the def2-TZVPD basis.

Properties
- Frontier orbital gap: 9.139 eV
- Largest force on an atom: 4.5 eV/Å
- Net charge: +2
- Energy relative to the best compared isomer or geometry (same formula, charge and spin): 0.000 eV
- SMILES: [NH2+]=C1N[C@@H](Br)NC=[NH+]1
- Highest occupied orbital energy: -18.601 eV

Geometry (Å):
N -1.52676 -0.09308 1.78187
C -0.66213 -0.04578 0.79685
N -0.97346 -0.12405 -0.52264
C -0.10891 0.30495 -1.58989
Br -0.21813 2.21982 -2.06630
N 1.29531 0.05135 -1.18792
C 1.60448 -0.24672 0.02312
N 0.76101 -0.20745 1.04222
H -2.46631 0.08694 1.49150
H -1.07150 -0.11047 2.71115
H -1.85220 -0.54786 -0.78757
H -0.42574 -0.24847 -2.38828
H 2.14093 0.05776 -1.72753
H 2.53878 -0.52865 0.46544
H 0.96461 -0.56827 1.95801